91
Properties=species:S:1:pos:R:3:mulliken_charge:R:1 method="wB97M-V/def2-TZVPD" relative_energy_ev=0.000 energy_ha=-2654.7236 gap_ev=8.44
Cd -4.71038 -0.72198 1.64283 0.437
C -1.68183 -4.41252 3.14622 -0.522
C -0.70645 -3.60315 2.69232 -0.284
C 0.25894 -3.85171 1.56309 -0.990
C -0.19073 -3.30070 0.18491 -0.021
C -1.43099 -3.90843 -0.38810 -0.629
C -2.16185 -4.92205 0.11218 -0.281
C -1.69794 -5.98246 1.09087 -0.986
C -2.07279 -5.73796 2.57252 -0.501
C -3.04084 0.20425 0.75796 -0.717
H -2.16943 -4.19323 4.10229 0.644
H -0.52688 -2.64408 3.20855 0.288
H 0.50461 -4.91136 1.41550 0.423
H 1.20841 -3.34752 1.84066 0.447
H -0.21402 -2.20155 0.25617 -0.071
H 0.61908 -3.56256 -0.50829 0.337
H -1.80070 -3.37637 -1.28113 0.401
H -3.19989 -5.11702 -0.23871 0.331
H -0.63608 -6.23797 0.98584 0.457
H -2.27897 -6.87366 0.77494 0.406
H -3.15945 -5.87890 2.65145 0.172
H -1.59539 -6.55564 3.13862 0.323
H -3.24508 0.72288 -0.18386 0.407
H -2.28861 -0.57335 0.60447 -0.162
H -2.68569 0.90423 1.51973 0.250
P 2.88165 3.48283 -0.03444 0.107
P 1.94498 3.20274 -3.13280 0.025
C 3.80309 2.44876 -1.20996 -0.738
C 3.44381 2.39280 -2.51850 -0.645
C 4.30803 4.45307 0.66296 0.374
C 5.64273 4.02623 0.62152 0.097
C 6.66728 4.83653 1.12714 -0.632
C 6.37250 6.09596 1.66397 -0.452
C 5.03718 6.53944 1.70242 -0.492
C 4.01353 5.72900 1.19954 -0.431
C 2.51605 2.21760 1.24283 0.623
C 1.54781 1.26516 0.87639 -0.963
C 1.17056 0.28287 1.78718 -0.101
C 1.77028 0.23495 3.05056 -0.592
C 2.74226 1.17144 3.39817 -0.580
C 3.11159 2.17598 2.50588 -0.448
C 2.74479 3.97815 -4.65341 0.272
C 3.71781 4.97801 -4.43539 -0.305
C 4.33710 5.61495 -5.51748 -0.621
C 4.00486 5.25523 -6.83357 -0.422
C 3.05466 4.25145 -7.05377 -0.574
C 2.42708 3.61798 -5.97163 -0.289
C 1.08460 1.77337 -3.87259 0.404
C -0.27125 1.98579 -4.18735 -0.400
C -1.01568 0.95474 -4.75232 -0.595
C -0.41994 -0.29021 -4.99253 -0.488
C 0.92009 -0.49570 -4.67219 -0.724
C 1.67441 0.52801 -4.10147 0.049
H 4.66255 1.88617 -0.81499 0.593
H 4.07547 1.89855 -3.27168 0.786
H 5.90271 3.06357 0.18772 0.174
H 7.69936 4.48406 1.09226 0.382
H 7.16972 6.73761 2.04952 0.358
H 4.79307 7.52367 2.11967 0.362
H 2.97351 6.07898 1.21585 0.352
H 1.10853 1.30462 -0.12472 0.432
H 0.40340 -0.43705 1.50565 0.324
H 1.46639 -0.53989 3.75034 0.387
H 3.21297 1.12129 4.37356 0.379
H 3.86154 2.91306 2.78358 0.335
H 4.00106 5.24622 -3.41313 0.395
H 5.08724 6.38940 -5.33714 0.359
H 4.48477 5.75911 -7.67860 0.348
H 2.80327 3.95204 -8.07469 0.356
H 1.69946 2.82669 -6.16482 0.280
H -0.71844 2.96510 -3.99704 0.370
H -2.05983 1.13193 -5.00603 0.407
H -1.01203 -1.09145 -5.42960 0.395
H 1.38715 -1.45722 -4.86477 0.405
H 2.71416 0.35627 -3.84650 0.344
C -8.17426 -3.53236 4.30753 -1.052
Si -6.56391 -3.25444 3.32441 0.474
C -5.16362 -3.11430 4.59601 -0.567
C -6.35059 -4.81987 2.34099 -0.622
C -6.53859 -1.72253 2.24229 -1.145
H -8.15720 -4.52565 4.79078 0.302
H -9.06292 -3.49351 3.65893 0.294
H -8.32534 -2.78526 5.10144 0.306
H -5.36419 -3.75267 5.47587 0.312
H -4.19668 -3.40891 4.15442 -0.163
H -5.06946 -2.07101 4.94013 0.312
H -6.83619 -4.73874 1.36502 0.301
H -5.29880 -5.05136 2.15558 -0.036
H -6.79439 -5.67798 2.85945 0.296
H -7.05029 -0.88507 2.77492 0.343
H -7.09850 -1.90338 1.29756 0.507

---

134
Properties=species:S:1:pos:R:3:mulliken_charge:R:1 method="wB97M-V/def2-TZVPD" energy_ha=-7558.1587 gap_ev=10.55
C 1.51098 -1.11729 0.53971 1.309
C 0.95100 -0.80166 -0.81612 0.313
C -0.56065 -0.94741 -1.00459 2.211
O -0.96458 0.24074 -1.68589 0.372
C 0.06115 1.11849 -1.71154 -0.493
O -0.01750 2.22821 -2.15561 0.043
O 1.10021 0.63280 -1.03881 0.404
H 1.66266 -2.18684 0.68073 0.030
H 0.79921 -0.78084 1.29807 -0.864
H 2.47641 -0.62438 0.64242 -0.523
H 1.53238 -1.24016 -1.62986 -0.277
H -1.09034 -1.10099 -0.06801 -1.034
H -0.76222 -1.83382 -1.60535 -1.379
C -3.38330 2.17914 4.31332 -2.032
C -3.04477 0.82790 3.72795 1.929
C -4.18708 -0.18173 3.78584 -0.462
O -4.03055 -0.90660 2.55777 -0.316
C -3.30315 -0.16913 1.70286 0.044
O -3.22252 -0.36665 0.53239 -0.425
O -2.78309 0.91918 2.32434 0.492
H -2.51873 2.83334 4.37329 0.267
H -3.76205 2.01877 5.32666 0.465
H -4.19521 2.64052 3.74808 0.489
H -2.19844 0.41438 4.27777 -0.925
H -5.19815 0.22240 3.84914 0.348
H -4.04043 -0.87223 4.61576 0.278
C 3.14502 -5.12827 5.37939 -1.445
C 3.35809 -5.35439 3.89032 0.478
C 2.05108 -5.33900 3.07379 -0.354
O 2.25610 -4.32066 2.08617 -0.212
C 3.47850 -3.78681 2.22388 0.666
O 3.96305 -2.98132 1.49711 -0.461
O 4.07968 -4.24334 3.34831 -0.382
H 4.13253 -5.10167 5.83872 0.388
H 2.51621 -5.90886 5.80515 0.416
H 2.64200 -4.17651 5.56070 0.255
H 3.91573 -6.28011 3.75842 0.283
H 1.16540 -5.10680 3.66075 0.092
H 1.90561 -6.28564 2.55487 0.255
C 2.09665 0.55741 -5.46963 0.183
Cl 2.68553 -0.00892 -3.89592 -0.100
Cl 2.26448 2.31346 -5.53094 -0.089
H 2.66765 0.07173 -6.25031 0.512
H 1.04114 0.32557 -5.54777 -0.379
C 2.37942 -4.40838 -1.37176 0.417
Cl 0.61660 -4.48518 -1.37657 -0.075
Cl 3.06732 -5.37329 -2.68016 -0.166
H 2.69417 -3.37368 -1.46699 -0.088
H 2.77824 -4.78534 -0.43606 -0.049
C -4.86933 -3.52866 -2.09341 -0.480
Cl -3.30233 -2.93828 -1.53155 0.090
Cl -4.72060 -4.97809 -3.09647 -0.162
H -5.40197 -3.82083 -1.19622 0.410
H -5.41017 -2.76131 -2.63198 0.188
C 4.55669 -0.09327 2.58814 0.616
C 5.34473 -0.80905 3.65697 0.655
O 5.53907 0.22219 4.59236 -0.401
C 5.49992 1.42622 3.92134 0.495
O 5.78692 2.45752 4.41876 -0.533
O 5.09451 1.22866 2.64920 -0.309
F 6.57463 -1.20472 3.20271 -0.351
H 3.50304 -0.07348 2.88590 -0.449
H 4.58457 -0.50569 1.58575 0.259
H 4.85096 -1.67676 4.08165 0.202
C 1.83273 2.07847 2.21379 0.779
C 0.53015 2.85074 2.05844 -0.045
O -0.15610 2.61715 3.26324 -0.296
C 0.46898 1.65316 3.98525 0.274
O 0.05798 1.24637 5.02519 -0.612
O 1.57237 1.23864 3.36309 -0.310
F -0.22861 2.36834 1.03860 0.176
H 2.65704 2.73116 2.48712 0.527
H 2.02518 1.48216 1.32943 -0.986
H 0.64613 3.92944 1.96994 0.409
C 2.80341 4.23548 -1.20916 -0.376
C 3.27569 3.60166 -2.51668 1.273
O 4.18582 2.60904 -2.04656 -0.400
C 3.68199 2.17404 -0.86476 0.350
O 3.93197 1.13461 -0.35237 -0.379
O 2.90300 3.13264 -0.31066 -0.181
F 3.88839 4.47280 -3.33419 -0.335
H 1.78417 4.59589 -1.32102 0.032
H 3.42984 5.08664 -0.93743 0.330
H 2.45578 3.11641 -3.04314 -0.509
C -2.79889 4.20505 1.10420 0.389
C -2.51412 3.92077 -0.39026 0.908
O -3.16836 4.97471 -1.04265 -0.433
C -3.98451 5.64438 -0.18423 0.466
O -4.75110 6.48401 -0.51064 -0.535
O -3.81849 5.18208 1.06523 -0.380
F -3.05965 2.71777 -0.77714 -0.248
H -1.86775 4.66497 1.44494 0.209
H -3.05159 3.29240 1.62846 -0.351
H -1.48026 3.89482 -0.72280 -0.207
C -4.11603 0.56464 -2.99191 0.334
C -4.32660 1.70356 -3.96637 0.183
O -3.08560 1.70727 -4.65663 -0.218
C -2.56680 0.45229 -4.57110 0.411
O -1.55160 0.10896 -5.07767 -0.377
O -3.40421 -0.33923 -3.85362 -0.265
F -4.51849 2.89974 -3.37087 -0.217
H -5.01796 0.09850 -2.60207 0.408
H -3.54933 0.88781 -2.11570 -0.464
H -5.16673 1.52233 -4.63920 0.195
C -0.50110 -1.83018 4.93086 -0.453
C -1.27428 -3.09529 5.15714 0.137
O -1.15079 -3.74275 3.93264 -0.344
C -0.99760 -2.78920 2.95953 -0.245
O -1.03491 -3.01492 1.80316 -0.289
O -0.73996 -1.58394 3.52662 0.403
F -2.62124 -2.81917 5.34770 -0.284
H 0.57316 -2.01402 5.00692 0.106
H -0.79169 -0.96857 5.52111 0.402
H -1.00213 -3.67966 6.03192 0.340
C -1.42272 -3.12720 -4.50880 0.796
C -0.38311 -2.63781 -5.52006 0.483
O 0.10915 -3.78168 -6.11443 -0.389
C -0.30986 -4.88597 -5.41932 0.454
O 0.05062 -5.99315 -5.61765 -0.513
O -1.15728 -4.51531 -4.43865 -0.357
F 0.61978 -1.99558 -4.81665 -0.198
H -2.42263 -2.82446 -4.81394 0.138
H -1.18005 -2.73080 -3.52816 -0.610
H -0.76722 -1.92534 -6.24207 0.307
C -1.63999 4.44377 -4.09892 0.487
C -0.41998 3.94266 -4.85949 0.732
O 0.62295 4.72289 -4.33543 -0.281
C 0.13727 5.64789 -3.45337 0.543
O 0.82430 6.34713 -2.78530 -0.537
O -1.19773 5.59906 -3.43587 -0.358
F -0.48626 4.22347 -6.20158 -0.416
H -1.96140 3.68698 -3.38008 -0.759
H -2.51295 4.61337 -4.72658 0.468
H -0.27229 2.87548 -4.75431 0.065